# C45H44CsN6O3S

A structure of composition C45H44CsN6O3S at a distorted geometry (wB97M-V/def2-TZVPD, the OMol25 dataset).

Summary:
* Kohn-Sham gap: 5.18 eV
* strongest force on any atom: 1.4 eV Å⁻¹
* electronic energy: -2713.7985 hartree
* total charge: -1
* E_LUMO: 0.0700 hartree
* energy above the lowest of the compared OMol25 structures with the same formula, charge and spin: 72.46 kJ/mol

Structure (XYZ):
```
100
C45H44CsN6O3S (wB97M-V/def2-TZVPD)
Cs 0.023 0.245 0.022
S 0.983 0.573 3.907
O -3.491 -3.954 -5.920
O 3.907 -3.301 3.745
O -1.226 -7.911 0.114
N 1.451 2.527 -0.867
N 2.708 -0.144 -0.770
N -0.915 -1.431 -2.457
N -0.906 -2.974 0.067
N 2.717 -1.402 3.534
N 3.456 0.749 3.014
C 2.467 -0.028 3.466
C 0.551 5.111 -5.095
C 4.834 -1.422 4.844
C 4.564 0.385 2.123
C -1.264 -0.713 -3.518
C -1.076 -3.492 -1.146
C 1.374 5.833 -4.248
C 2.676 2.308 -1.169
C -3.118 0.791 0.561
C -5.947 1.462 0.683
C -5.129 1.682 1.818
C -0.385 -5.160 0.891
C -2.215 -1.130 -4.439
C 4.650 0.786 -1.546
C 6.147 -1.876 4.771
C -2.519 -3.074 -3.114
C 0.982 3.907 -0.983
C -0.589 -3.802 1.057
C -3.932 -2.820 -5.179
C -5.388 0.938 -0.448
C 7.121 -1.310 5.576
C -0.519 -5.700 -0.380
C -4.008 0.617 -0.490
C -0.886 -4.849 -1.408
C 0.834 4.348 -2.419
C -2.881 -2.324 -4.224
C -2.964 1.586 2.898
C 1.513 5.452 -2.918
C 5.466 0.127 6.567
C -0.266 -7.161 -0.625
C 6.252 1.839 3.348
C 3.325 1.021 -1.147
C -1.518 -2.608 -2.271
C 4.851 -0.592 -1.421
C 3.813 -2.117 3.991
C -4.861 2.434 4.109
C 3.632 -1.102 -0.945
C -0.138 4.007 -4.604
C 0.005 3.630 -3.280
C 4.490 -0.425 5.749
C 5.536 1.551 2.035
C -5.657 2.225 3.018
C -3.488 2.109 4.049
C 6.780 -0.306 6.473
C -3.747 1.347 1.735
H -2.621 -3.750 -6.278
H 4.167 0.136 1.137
H 1.905 -1.976 3.352
H -0.118 -5.782 1.736
H 5.548 2.095 4.141
H 3.328 3.137 -1.487
H 8.145 -1.655 5.508
H 0.747 -7.414 -0.293
H -3.022 -4.009 -2.901
H -6.713 2.472 3.057
H -5.280 2.849 5.019
H -0.486 -3.347 2.036
H -0.534 2.773 -2.894
H -1.084 -8.845 -0.068
H -0.790 3.441 -5.258
H -3.648 0.200 -1.435
H -0.339 -7.373 -1.697
H -6.012 0.769 -1.321
H 6.251 1.316 1.246
H -1.911 1.330 2.843
H -4.815 -3.151 -4.632
H 5.746 -1.152 -1.646
H -2.854 2.273 4.913
H 0.443 5.403 -6.132
H 6.953 2.669 3.244
H -1.004 -5.228 -2.415
H -0.749 0.233 -3.646
H 6.384 -2.674 4.080
H -7.002 1.714 0.729
H 3.182 1.722 2.981
H 7.540 0.136 7.105
H 2.162 6.017 -2.260
H 3.399 -2.136 -0.722
H 1.915 6.694 -4.621
H 3.465 -0.090 5.834
H 5.350 1.529 -1.902
H -4.234 -2.011 -5.852
H 0.005 3.967 -0.496
H 5.195 0.898 7.276
H 1.646 4.604 -0.454
H -2.451 -0.507 -5.293
H 5.087 -0.483 2.520
H 4.995 2.437 1.686
H 6.811 0.964 3.685
```